(1)
Formula: C24H19N6O5Os
Source: the Open Molecules 2025 dataset
Level of theory: wB97M-V/def2-TZVPD

Element x y z (Å)
1 Os 1.070839 -0.152177 -0.160769
2 O -0.691660 0.906694 -3.789819
3 C -0.105551 0.345017 -2.888186
4 N 0.510852 0.909682 -1.816201
5 C 0.667723 2.314905 -1.750530
6 C 0.692245 3.195508 -2.826207
7 C 0.886411 4.542861 -2.571849
8 C 1.052791 5.006043 -1.272152
9 C 1.030653 4.129729 -0.200412
10 C 0.835347 2.778045 -0.455145
11 N 0.829103 1.739392 0.505974
12 C 0.543561 2.013908 1.812671
13 O 0.068927 3.026383 2.274259
14 C 1.016958 0.906347 2.695440
15 C 1.022039 1.047231 4.067725
16 C 1.603303 0.051872 4.833411
17 C 2.152843 -1.040682 4.181977
18 C 2.077548 -1.122405 2.803135
19 N 1.516669 -0.157817 2.059713
20 C 0.036521 -1.137422 -2.868577
21 C -0.401306 -1.900921 -3.930992
22 C -0.147095 -3.260634 -3.918310
23 C 0.533271 -3.790291 -2.834004
24 C 0.916462 -2.960697 -1.795915
25 N 0.678931 -1.641464 -1.811052
26 H 0.557049 2.840840 -3.835137
27 H 0.908035 5.238144 -3.399860
28 H 1.202858 6.061372 -1.089823
29 H 1.154323 4.489787 0.808760
30 H 0.587895 1.944014 4.486869
31 H 1.638767 0.129236 5.911519
32 H 2.639287 -1.837608 4.725883
33 H 2.465433 -1.990056 2.294700
34 H -0.911183 -1.397726 -4.740264
35 H -0.464286 -3.892964 -4.736223
36 H 0.772501 -4.842281 -2.775906
37 H 1.416180 -3.370546 -0.934867
38 O 3.212101 -0.180482 -0.601741
39 N 3.320933 -1.368611 -0.195666
40 O 4.297944 -2.030784 -0.172914
41 O 2.156708 -1.818198 0.230117
42 C -4.995092 -1.366018 1.510121
43 C -3.578753 -1.086186 1.117705
44 C -2.499229 -1.491939 1.895756
45 C -1.210740 -1.208844 1.498953
46 N -0.924061 -0.539038 0.369508
47 C -1.961096 -0.141839 -0.388065
48 C -3.271874 -0.399746 -0.052489
49 H -5.052505 -1.872576 2.470728
50 H -5.479453 -1.991014 0.758720
51 H -5.561433 -0.436197 1.572176
52 H -2.651398 -2.035883 2.818120
53 H -0.375979 -1.553282 2.089607
54 H -1.738585 0.440284 -1.269601
55 H -4.051732 -0.040966 -0.710873

Atoms 1-2, force components in eV/Å:
Os -0.001 -0.104 -0.135
O 0.015 0.022 -0.065

Computed properties:
energy above the lowest of the compared OMol25 structures with the same formula, charge and spin	19.3	kcal/mol
calculated total energy	-46834.72867	eV
LUMO energy	-3.9	eV
max |F|	0.4	eV/Å
total charge	+1



(2)
Formula: C52H125NO32P8
Source: the Open Molecules 2025 dataset
Level of theory: wB97M-V/def2-TZVPD

Element x y z (Å)
1 C -18.467470 21.991920 5.879760
2 C -19.680450 22.843990 6.236330
3 O -19.458260 24.191680 5.913120
4 P -20.680480 25.152920 5.597570
5 O -21.339160 24.847630 4.286840
6 O -20.076850 26.664940 5.732580
7 C -19.318970 27.349440 4.690370
8 C -20.385140 28.099130 3.884540
9 O -21.540250 25.093420 6.958900
10 C -20.897750 25.385460 8.191360
11 C -21.894530 25.577350 9.323190
12 H -18.189420 22.060400 4.828050
13 H -17.626530 22.294270 6.503860
14 H -18.626470 20.931920 6.077770
15 H -20.542720 22.420790 5.721080
16 H -19.847790 22.821650 7.313180
17 H -18.648980 28.103450 5.103530
18 H -18.852100 26.560760 4.100370
19 H -19.776960 28.505520 3.076420
20 H -21.154880 27.461230 3.450140
21 H -20.809100 28.881220 4.514370
22 H -20.276840 24.522090 8.430430
23 H -20.294460 26.293280 8.187820
24 H -21.313220 25.985760 10.149870
25 H -22.702020 26.274670 9.100040
26 H -22.326280 24.665510 9.735810
27 C -21.737610 36.811520 -1.410100
28 C -21.745070 35.611640 -2.360400
29 O -20.528720 34.847800 -2.258010
30 P -20.666620 33.376720 -1.569850
31 O -20.927530 33.424400 -0.112450
32 O -21.799330 32.650390 -2.458310
33 C -21.951310 31.215870 -2.451980
34 C -23.193280 31.080940 -1.653830
35 O -19.322500 32.600220 -2.115790
36 C -18.145820 32.886330 -1.418680
37 C -16.932420 32.752470 -2.327170
38 H -20.696440 37.134100 -1.409510
39 H -22.359490 37.677920 -1.635300
40 H -22.053320 36.591040 -0.390390
41 H -22.620900 34.971570 -2.253880
42 H -21.659710 35.952620 -3.392160
43 H -22.084620 30.857180 -3.472600
44 H -21.043140 30.778430 -2.037280
45 H -23.363580 30.018290 -1.481010
46 H -23.113140 31.557540 -0.676830
47 H -24.048390 31.529080 -2.159840
48 H -18.078370 33.829310 -0.876150
49 H -18.047780 32.160310 -0.611600
50 H -16.870330 33.447380 -3.164640
51 H -16.062830 32.665150 -1.675800
52 H -17.010150 31.821260 -2.888340
53 C -12.240000 14.963400 0.427000
54 C -12.387890 14.827240 -1.068380
55 O -11.337690 15.460210 -1.738770
56 P -11.341150 17.055490 -1.824680
57 O -11.216370 17.731470 -0.492780
58 O -10.163900 17.433160 -2.876320
59 C -8.759640 17.423070 -2.475060
60 C -8.305180 15.978970 -2.518740
61 O -12.710730 17.420860 -2.572340
62 C -13.083550 16.817040 -3.845870
63 C -14.507380 17.254530 -4.104170
64 H -12.530650 15.964150 0.746600
65 H -13.047500 14.380490 0.869980
66 H -11.270290 14.630960 0.797460
67 H -12.253630 13.792140 -1.382430
68 H -13.359790 15.143770 -1.446970
69 H -8.244660 18.036640 -3.214270
70 H -8.549970 17.955950 -1.547610
71 H -8.714320 15.373300 -1.710110
72 H -8.563390 15.616040 -3.513580
73 H -7.228360 15.811940 -2.544180
74 H -12.386530 17.029760 -4.656430
75 H -13.104600 15.742630 -3.663340
76 H -15.145510 16.801740 -3.345300
77 H -14.753940 18.311890 -4.007800
78 H -14.934040 16.962670 -5.063790
79 C -9.399300 24.397010 -15.385730
80 C -8.204020 24.225660 -14.438720
81 O -7.902830 22.868650 -14.088950
82 P -8.043450 22.305930 -12.530220
83 O -7.156980 22.935360 -11.527220
84 O -9.602460 22.546330 -12.219030
85 C -10.057710 22.617890 -10.867450
86 C -10.834360 21.298160 -10.673740
87 O -7.899930 20.639560 -12.810480
88 C -8.688110 19.937700 -13.698300
89 C -7.940630 20.029370 -15.071920
90 H -9.246540 23.948860 -16.367530
91 H -10.348150 24.067290 -14.962560
92 H -9.432260 25.462430 -15.613540
93 H -7.285460 24.604080 -14.887200
94 H -8.394630 24.813980 -13.541140
95 H -9.210900 22.795720 -10.204580
96 H -10.740230 23.466790 -10.827090
97 H -10.373590 20.484160 -11.233380
98 H -10.844130 20.956340 -9.638760
99 H -11.898510 21.448250 -10.855840
100 H -8.765220 18.894930 -13.390430
101 H -9.687680 20.365930 -13.772940
102 H -8.321620 20.889970 -15.621760
103 H -6.871690 20.232840 -15.008170
104 H -8.072900 19.154850 -15.708940
105 C -9.094450 24.323170 -5.022540
106 C -7.705960 24.732460 -5.526070
107 O -7.810760 25.987210 -6.268420
108 P -7.250070 27.370390 -5.669740
109 O -5.941890 27.319100 -4.963050
110 O -8.517950 27.932080 -4.809850
111 C -8.379970 29.077200 -3.980160
112 C -9.382560 30.197290 -4.206320
113 O -7.249400 28.267460 -7.041310
114 C -8.469060 28.575920 -7.653860
115 C -8.497490 27.833490 -9.043350
116 H -9.415940 24.999820 -4.230780
117 H -9.858240 24.516700 -5.775710
118 H -9.059070 23.292720 -4.668960
119 H -6.920990 24.781300 -4.771400
120 H -7.316250 24.029000 -6.261870
121 H -8.539260 28.754760 -2.951200
122 H -7.412250 29.563760 -4.102080
123 H -9.392220 30.526350 -5.245420
124 H -10.370430 29.797130 -3.978100
125 H -9.207850 31.053920 -3.555360
126 H -9.389380 28.419790 -7.091080
127 H -8.370600 29.632300 -7.903780
128 H -8.642240 26.779140 -8.807730
129 H -9.203100 28.268350 -9.751230
130 H -7.499620 27.876600 -9.479820
131 C -18.457410 29.530510 -7.853270
132 C -19.639870 28.985920 -8.657860
133 O -19.244120 29.011130 -9.980390
134 P -20.105750 28.110050 -10.985330
135 O -21.545940 28.449590 -11.122330
136 O -19.195080 28.329950 -12.331100
137 C -19.258850 29.506980 -13.108550
138 C -18.694560 29.223180 -14.530600
139 O -19.817080 26.646950 -10.431660
140 C -18.504980 26.122520 -10.349640
141 C -18.539500 25.056240 -9.286530
142 H -18.229880 30.561770 -8.123140
143 H -18.634060 29.574770 -6.778590
144 H -17.547280 28.946480 -7.989940
145 H -19.935670 27.982810 -8.350640
146 H -20.524530 29.619130 -8.590680
147 H -20.318730 29.740510 -13.209700
148 H -18.790430 30.274880 -12.492910
149 H -17.624920 29.013630 -14.537280
150 H -19.085530 28.396560 -15.123840
151 H -18.886710 30.086530 -15.167630
152 H -18.328610 25.652580 -11.317190
153 H -17.755700 26.894440 -10.174090
154 H -17.551080 24.601590 -9.353000
155 H -18.494710 25.441720 -8.267950
156 H -19.333940 24.315780 -9.379670
157 C -18.511730 25.499950 -2.313180
158 C -17.268540 25.833530 -1.473040
159 O -16.182210 25.566100 -2.332020
160 P -14.609650 25.777150 -1.821630
161 O -14.345990 27.126010 -1.270020
162 O -14.382400 24.524080 -0.819830
163 C -14.446820 23.190920 -1.381800
164 C -15.840870 22.662980 -1.644630
165 O -13.731820 25.460510 -3.203440
166 C -13.722700 26.308490 -4.270670
167 C -14.524560 25.691130 -5.505510
168 H -19.424440 25.418860 -1.722860
169 H -18.540440 26.260640 -3.093330
170 H -18.396600 24.492170 -2.712190
171 H -17.274180 26.869380 -1.133800
172 H -17.281560 25.162270 -0.614370
173 H -13.730190 23.031630 -2.187510
174 H -14.084390 22.441860 -0.677760
175 H -16.501790 22.875770 -0.804390
176 H -16.291900 23.177210 -2.493290
177 H -15.901450 21.588660 -1.818560
178 H -13.868010 27.350680 -3.986370
179 H -12.673910 26.159560 -4.527500
180 H -14.183910 26.215910 -6.398060
181 H -14.391550 24.613660 -5.602740
182 H -15.601950 25.804680 -5.385320
183 C -12.048960 20.817660 5.595650
184 C -11.548600 21.763830 4.524810
185 O -12.198860 22.951540 4.724640
186 P -11.304730 24.191170 5.307240
187 O -11.024770 24.156760 6.806470
188 O -9.996860 24.195160 4.324040
189 C -10.154780 24.045900 2.927580
190 C -10.045450 25.505280 2.344380
191 O -12.061450 25.584430 4.864350
192 C -12.985090 26.281180 5.702170
193 C -14.292650 25.504970 5.646220
194 H -11.532070 19.876510 5.408120
195 H -11.765090 21.130240 6.600540
196 H -13.113690 20.615650 5.478860
197 H -10.460090 21.739790 4.473210
198 H -11.817120 21.244230 3.605020
199 H -9.261910 23.503360 2.616890
200 H -10.923430 23.408300 2.490840
201 H -10.911070 26.050430 2.720690
202 H -9.180340 26.053150 2.717910
203 H -10.077160 25.415460 1.258550
204 H -12.601790 26.593760 6.673500
205 H -13.142670 27.285090 5.307940
206 H -14.250270 24.593370 6.242290
207 H -14.983870 26.136050 6.204840
208 H -14.571010 25.330840 4.606850
209 N -21.954710 21.601720 0.409220
210 C -21.014600 20.658410 0.566990
211 C -21.020300 19.881000 -0.568890
212 C -22.066920 20.288630 -1.413160
213 C -22.612290 21.415520 -0.761610
214 H -22.125510 22.409800 0.990540
215 H -20.402320 20.689220 1.456130
216 H -20.448180 18.974440 -0.700100
217 H -22.424850 19.872780 -2.343410
218 H -23.459010 22.055360 -0.961770

Atoms 1-2, force components in eV/Å:
C 0.262 0.222 0.275
C 0.146 -1.488 0.148

Computed properties:
energy above the lowest of the compared OMol25 structures with the same formula, charge and spin	54.5	kcal/mol
calculated total energy	-197288.89089	eV
LUMO energy	0.0	eV
max |F|	6.0	eV/Å
total charge	0
SMILES	CCOP(=O)(OCC)OCC.CCOP(=O)(OCC)OCC.CCOP(=O)(OCC)OCC.CCOP(=O)(OCC)OCC.CCOP(=O)(OCC)OCC.CCOP(=O)(OCC)OCC.CCOP(=O)(OCC)OCC.CCOP(=O)(OCC)OCC.c1cc[nH]c1



(3)
Formula: C11H9Cl3N3O2RbSe4
Source: the Open Molecules 2025 dataset
Level of theory: wB97M-V/def2-TZVPD

Element x y z (Å)
1 Rb 0.802596 -1.045864 -1.497333
2 Cl 4.584326 -1.476418 5.403314
3 C 4.113599 -1.444866 3.718498
4 C 2.768875 -1.419269 3.383625
5 C 2.406008 -1.402576 2.054355
6 Cl 0.723696 -1.355477 1.633939
7 C 3.335040 -1.414917 0.961137
8 O 2.984348 -1.413476 -0.247115
9 C 4.696301 -1.425905 1.409241
10 Cl 5.923608 -1.403449 0.176234
11 C 5.086331 -1.444003 2.732253
12 H 2.010802 -1.412810 4.154851
13 H 6.136336 -1.455965 2.988992
14 Se -0.952674 -2.463887 -5.635933
15 Se -2.559856 -3.544931 -4.401409
16 Se -1.734595 -3.482438 -2.177613
17 Se -3.593812 -3.308018 -0.821671
18 C -1.513327 3.830608 -2.303477
19 N -1.909751 2.765185 -1.403717
20 C -3.103420 2.765118 -0.769280
21 C -3.491652 1.723353 -0.005712
22 C -2.600808 0.603946 0.073026
23 N -1.415099 0.626702 -0.512434
24 C -1.020486 1.666761 -1.262693
25 O 0.059797 1.734996 -1.840410
26 N -2.943600 -0.479866 0.775186
27 H -2.238152 4.641218 -2.245595
28 H -1.463560 3.458806 -3.327105
29 H -0.524384 4.192302 -2.028537
30 H -3.719174 3.644035 -0.909074
31 H -4.451063 1.711213 0.488519
32 H -3.926372 -0.628150 0.926356
33 H -2.469884 -1.341950 0.509580

Atoms 1-2, force components in eV/Å:
Rb -0.589 -0.156 -0.976
Cl 0.052 0.005 0.144

Computed properties:
calculated total energy	-319731.14734	eV
LUMO energy	3.6	eV
max |F|	1.2	eV/Å
total charge	-2



(4)
Formula: C15H25GdINO5P2
Source: the Open Molecules 2025 dataset
Level of theory: wB97M-V/def2-TZVPD

Element x y z (Å)
1 C 0.401340 -0.130831 -3.779912
2 I 2.323665 0.066783 -2.964050
3 H 0.521149 -0.326992 -4.846603
4 H -0.139119 0.806066 -3.632065
5 H -0.111520 -0.961336 -3.286615
6 Gd -0.529069 -0.218671 1.132489
7 P -0.188470 2.389807 0.141182
8 C -1.401087 3.564817 0.836330
9 C 1.327359 2.987124 0.982046
10 H 1.439568 4.060661 0.771120
11 H 0.369938 4.106971 -1.448332
12 H 2.196088 2.438141 0.595534
13 H 0.830611 2.468444 -2.049495
14 H -1.503266 3.392798 1.915672
15 H 1.253948 2.818508 2.065219
16 C 0.060869 3.054736 -1.527725
17 H -1.040808 4.588041 0.658419
18 H -0.875195 2.984135 -2.093902
19 H -2.378673 3.420488 0.361531
20 P 0.116565 -2.773046 0.029658
21 C -1.250713 -3.912962 0.481797
22 C 0.546743 -3.349790 -1.645231
23 H 2.378148 -2.875866 0.901076
24 H 1.699133 -4.521879 0.673807
25 H 1.207818 -3.517473 2.081272
26 C 1.483898 -3.501515 1.019001
27 H 1.371852 -2.738499 -2.040781
28 H 0.839057 -4.410182 -1.612336
29 H -0.960865 -4.950333 0.262658
30 H -2.145554 -3.650914 -0.098327
31 H -0.320306 -3.228970 -2.308968
32 H -1.487986 -3.811749 1.549673
33 C -2.527779 0.534803 -0.001461
34 O -3.542123 0.882163 -0.435247
35 O -1.300097 -1.262991 2.991956
36 C -1.023995 -0.232822 3.741516
37 O -0.574673 0.836133 3.159059
38 C -1.145604 -0.290330 5.203901
39 C -0.936956 0.871070 5.967510
40 C -0.823977 0.770188 7.346950
41 C -0.918427 -0.497391 7.960753
42 C -1.261329 -1.637043 7.203943
43 C -1.380020 -1.526739 5.826781
44 N -0.432915 -0.639303 9.287466
45 O -0.029242 0.391996 9.877068
46 O -0.390662 -1.775369 9.809065
47 H -0.849741 1.842292 5.480558
48 H -0.615059 1.640949 7.961523
49 H -1.387962 -2.591873 7.707557
50 H -1.648156 -2.398744 5.221660

Atoms 1-2, force components in eV/Å:
C -0.582 -0.036 -0.312
I 0.373 0.000 0.447

Computed properties:
calculated total energy	-75184.02538	eV
LUMO energy (spin up / spin down)	-9.7 / -8.0	eV
max |F|	6.6	eV/Å
total charge	+2
expectation value of S²	15.974
multiplicity	8



(5)
Formula: C4H7N2O
Source: the Open Molecules 2025 dataset
Level of theory: wB97M-V/def2-TZVPD

Element x y z (Å)
1 C 0.560887 -0.911358 -1.162475
2 C -0.376520 -0.570230 -0.309170
3 C -1.803199 0.090523 -0.069594
4 C 2.015102 0.592426 0.538339
5 N -2.605383 -0.753679 0.557871
6 N 0.870267 0.317413 -0.429855
7 O -1.952743 1.196536 -0.540797
8 H 1.077456 -1.442032 -1.986171
9 H 2.310196 1.611185 0.256808
10 H 1.855940 0.573994 1.595871
11 H 2.855894 -0.088817 0.518323
12 H -2.212113 -1.591208 0.966965
13 H -3.367272 -0.274286 1.059953
14 H 0.771492 1.249529 -0.996062

Atoms 1-2, force components in eV/Å:
C -0.458 -0.037 0.737
C 1.305 1.160 -1.708

Computed properties:
energy above the lowest of the compared OMol25 structures with the same formula, charge and spin	89.2	kcal/mol
calculated total energy	-9278.92002	eV
LUMO energy	-4.7	eV
max |F|	2.6	eV/Å
total charge	+1
SMILES	C[N@H+]1C=C1C(N)=O